Entry from OMol25: 11 unconnected molecules or ions with the total composition C44H119N9O13 (wB97M-V/def2-TZVPD).

Each atom is followed by the atoms it is bonded to, with distances in Å.
Element x y z (Å)
1 C -3.94 0.16 -3.41  C2 1.568, H4 1.090, H5 1.090, H6 1.090
2 C -4.43 -1.20 -2.78  C1 1.568, O3 1.418, H7 1.090, H8 1.090
3 O -4.50 -1.30 -1.37  C2 1.418, H9 0.960
4 H -2.87 0.13 -3.23  C1 1.090
5 H -4.46 1.07 -3.10  C1 1.090
6 H -4.09 0.12 -4.49  C1 1.090
7 H -3.69 -1.91 -3.13  C2 1.090
8 H -5.44 -1.38 -3.16  C2 1.090
9 H -3.58 -1.18 -1.16  O3 0.960
10 C -2.95 -4.80 0.77  C11 1.551, H13 1.090, H14 1.090, H15 1.090
11 C -4.13 -5.76 0.47  C10 1.551, O12 1.365, H16 1.090, H17 1.090
12 O -3.56 -6.79 -0.23  C11 1.365, H18 0.960
13 H -3.22 -4.05 1.51  C10 1.090
14 H -2.46 -4.38 -0.11  C10 1.090
15 H -2.20 -5.33 1.36  C10 1.090
16 H -4.94 -5.28 -0.07  C11 1.090
17 H -4.50 -6.05 1.45  C11 1.090
18 H -4.20 -7.24 -0.78  O12 0.960
19 C -4.61 -1.28 2.33  O20 1.438, H28 1.090, H29 1.090, H30 1.090
20 O -3.58 -0.67 3.12  C19 1.438, C21 1.453
21 C -3.34 -1.23 4.45  O20 1.453, C22 1.579, H31 1.090, H32 1.090
22 C -2.21 -0.26 4.98  C21 1.579, N23 1.486, H33 1.090, H34 1.090
23 N -0.85 -0.53 4.46  C22 1.486, C24 1.497, H35 1.010
24 C 0.37 -0.09 5.22  N23 1.497, C25 1.442, H36 1.090, H37 1.090
25 C 1.62 -0.77 4.99  C24 1.442, O26 1.352, H38 1.090, H39 1.090
26 O 2.17 -0.32 3.84  C25 1.352, C27 1.468
27 C 3.40 0.45 4.08  O26 1.468, H40 1.090, H41 1.090, H42 1.090
28 H -4.62 -0.81 1.35  C19 1.090
29 H -5.56 -1.07 2.82  C19 1.090
30 H -4.50 -2.36 2.16  C19 1.090
31 H -2.93 -2.24 4.43  C21 1.090
32 H -4.28 -1.15 4.99  C21 1.090
33 H -2.02 -0.23 6.06  C22 1.090
34 H -2.53 0.71 4.61  C22 1.090
35 H -0.73 -0.26 3.50  N23 1.010
36 H -0.07 -0.36 6.19  C24 1.090
37 H 0.56 0.98 5.26  C24 1.090
38 H 1.62 -1.84 5.18  C25 1.090
39 H 2.24 -0.64 5.88  C25 1.090
40 H 4.17 -0.19 4.52  C27 1.090
41 H 3.30 1.19 4.88  C27 1.090
42 H 3.75 0.97 3.19  C27 1.090
43 C -0.91 2.58 -3.53  O44 1.445, H52 1.090, H53 1.090, H54 1.090
44 O 0.44 2.63 -4.05  C43 1.445, C45 1.481
45 C 1.14 1.33 -3.93  O44 1.481, C46 1.564, H55 1.090, H56 1.090
46 C 2.63 1.59 -4.31  C45 1.564, N47 1.455, H57 1.090, H58 1.090
47 N 3.10 2.68 -3.48  C46 1.455, C48 1.461, H59 1.010
48 C 4.40 3.07 -4.01  N47 1.461, C49 1.615, H60 1.090, H61 1.090
49 C 4.54 4.60 -4.51  C48 1.615, O50 1.416, H62 1.090, H63 1.090
50 O 4.24 5.54 -3.49  C49 1.416, C51 1.419
51 C 2.84 5.70 -3.32  O50 1.419, H64 1.090, H65 1.090, H66 1.090
52 H -1.45 1.64 -3.64  C43 1.090
53 H -1.52 3.16 -4.24  C43 1.090
54 H -1.06 3.07 -2.57  C43 1.090
55 H 0.87 0.60 -4.69  C45 1.090
56 H 1.00 0.88 -2.94  C45 1.090
57 H 2.71 1.96 -5.34  C46 1.090
58 H 3.21 0.66 -4.28  C46 1.090
59 H 2.44 3.40 -3.73  N47 1.010
60 H 4.91 2.43 -4.73  C48 1.090
61 H 5.04 2.86 -3.15  C48 1.090
62 H 4.18 4.81 -5.51  C49 1.090
63 H 5.62 4.73 -4.57  C49 1.090
64 H 2.62 6.64 -2.82  C51 1.090
65 H 2.38 4.99 -2.63  C51 1.090
66 H 2.24 5.54 -4.21  C51 1.090
67 C -2.95 7.11 3.05  C68 1.597, H73 1.090, H74 1.090, H75 1.090
68 C -2.09 5.85 3.53  C67 1.597, C69 1.561, N72 1.432, H76 1.090
69 C -1.59 5.04 2.28  C68 1.561, O70 1.409, H77 1.090, H78 1.090
70 O -0.73 3.98 2.63  C69 1.409, C71 1.411
71 C -1.32 2.83 3.19  O70 1.411, H79 1.090, H80 1.090, H81 1.090
72 N -1.04 6.35 4.36  C68 1.432, H82 1.010, H83 1.010
73 H -3.41 7.69 3.85  C67 1.090
74 H -3.74 6.78 2.37  C67 1.090
75 H -2.34 7.73 2.40  C67 1.090
76 H -2.68 5.28 4.25  C68 1.090
77 H -1.13 5.73 1.57  C69 1.090
78 H -2.42 4.66 1.70  C69 1.090
79 H -1.25 3.07 4.26  C71 1.090
80 H -0.64 1.99 3.06  C71 1.090
81 H -2.37 2.65 3.00  C71 1.090
82 H -1.45 6.41 5.28  N72 1.010
83 H -0.36 5.60 4.45  N72 1.010
84 C 6.24 -1.16 -1.50  C85 1.549, H90 1.090, H91 1.090, H92 1.090
85 C 4.85 -1.19 -0.81  C84 1.549, C86 1.578, N89 1.440, H93 1.090
86 C 4.88 -2.02 0.53  C85 1.578, O87 1.390, H94 1.090, H95 1.090
87 O 5.42 -3.30 0.44  C86 1.390, C88 1.416
88 C 4.38 -4.20 0.11  O87 1.416, H96 1.090, H97 1.090, H98 1.090
89 N 4.42 0.16 -0.55  C85 1.440, H99 1.010, H100 1.010
90 H 6.82 -0.48 -0.88  C84 1.090
91 H 6.19 -0.64 -2.46  C84 1.090
92 H 6.66 -2.16 -1.53  C84 1.090
93 H 4.17 -1.68 -1.50  C85 1.090
94 H 3.89 -2.10 0.98  C86 1.090
95 H 5.29 -1.47 1.38  C86 1.090
96 H 4.75 -5.23 0.14  C88 1.090
97 H 4.00 -3.91 -0.87  C88 1.090
98 H 3.52 -4.11 0.78  C88 1.090
99 H 4.17 0.77 -1.32  N89 1.010
100 H 5.26 0.50 -0.10  N89 1.010
101 C -1.53 -10.45 -1.48  C102 1.538, H107 1.090, H108 1.090, H109 1.090
102 C -1.90 -9.03 -1.95  C101 1.538, C103 1.554, N106 1.473, H110 1.090
103 C -0.97 -7.89 -1.46  C102 1.554, O104 1.400, H111 1.090, H112 1.090
104 O 0.32 -7.74 -1.99  C103 1.400, C105 1.441
105 C 0.98 -6.53 -1.55  O104 1.441, H113 1.090, H114 1.090, H115 1.090
106 N -1.87 -9.17 -3.42  C102 1.473, H116 1.010, H117 1.010
107 H -0.54 -10.88 -1.64  C101 1.090
108 H -2.38 -11.11 -1.62  C101 1.090
109 H -1.55 -10.24 -0.41  C101 1.090
110 H -2.86 -8.69 -1.58  C102 1.090
111 H -1.00 -8.00 -0.38  C103 1.090
112 H -1.54 -7.01 -1.73  C103 1.090
113 H 2.04 -6.46 -1.80  C105 1.090
114 H 0.89 -6.46 -0.47  C105 1.090
115 H 0.55 -5.61 -1.94  C105 1.090
116 H -1.04 -9.73 -3.60  N106 1.010
117 H -1.50 -8.26 -3.67  N106 1.010
118 C 4.14 -2.71 -5.50  C119 1.533, H124 1.090, H125 1.090, H126 1.090
119 C 3.81 -3.50 -4.23  C118 1.533, C120 1.544, N123 1.390, H127 1.090
120 C 2.30 -3.39 -3.95  C119 1.544, O121 1.420, H128 1.090, H129 1.090
121 O 1.44 -3.59 -5.06  C120 1.420, C122 1.345
122 C 1.27 -4.85 -5.52  O121 1.345, H130 1.090, H131 1.090, H132 1.090
123 N 4.22 -4.83 -4.16  C119 1.390, H133 1.010, H134 1.010
124 H 5.23 -2.67 -5.61  C118 1.090
125 H 3.84 -1.66 -5.53  C118 1.090
126 H 3.77 -3.22 -6.39  C118 1.090
127 H 4.30 -2.87 -3.48  C119 1.090
128 H 2.17 -2.35 -3.63  C120 1.090
129 H 2.08 -4.02 -3.08  C120 1.090
130 H 1.17 -5.61 -4.74  C122 1.090
131 H 2.06 -5.13 -6.21  C122 1.090
132 H 0.33 -4.91 -6.07  C122 1.090
133 H 3.56 -5.43 -4.63  N123 1.010
134 H 5.11 -4.91 -4.63  N123 1.010
135 C 2.55 2.42 0.64  C136 1.525, H141 1.090, H142 1.090, H143 1.090
136 C 3.14 3.65 1.32  C135 1.525, C137 1.547, N140 1.475, H144 1.090
137 C 2.93 4.99 0.59  C136 1.547, O138 1.419, H145 1.090, H146 1.090
138 O 3.35 6.08 1.40  C137 1.419, C139 1.476
139 C 2.95 7.36 0.80  O138 1.476, H147 1.090, H148 1.090, H149 1.090
140 N 2.66 3.72 2.72  C136 1.475, H150 1.010, H151 1.010
141 H 2.79 1.40 0.92  C135 1.090
142 H 2.91 2.49 -0.39  C135 1.090
143 H 1.46 2.36 0.63  C135 1.090
144 H 4.22 3.48 1.40  C136 1.090
145 H 1.85 5.02 0.47  C137 1.090
146 H 3.29 5.08 -0.44  C137 1.090
147 H 1.90 7.27 0.49  C139 1.090
148 H 3.50 7.50 -0.14  C139 1.090
149 H 3.17 8.15 1.52  C139 1.090
150 H 2.93 4.64 3.03  N140 1.010
151 H 1.65 3.70 2.69  N140 1.010
152 C 1.06 -2.11 -1.03  C153 1.527, H158 1.090, H159 1.090, H160 1.090
153 C 0.59 -1.15 0.07  C152 1.527, C154 1.525, N157 1.510, H161 1.090
154 C -0.91 -1.04 0.28  C153 1.525, O155 1.424, H162 1.090, H163 1.090
155 O -1.59 -0.28 -0.72  C154 1.424, C156 1.440
156 C -1.92 1.06 -0.33  O155 1.440, H164 1.090, H165 1.090, H166 1.090
157 N 1.23 -1.77 1.29  C153 1.510, H167 1.010, H168 1.010
158 H 0.73 -1.59 -1.93  C152 1.090
159 H 0.61 -3.07 -0.77  C152 1.090
160 H 2.15 -2.12 -1.06  C152 1.090
161 H 0.99 -0.16 -0.14  C153 1.090
162 H -0.86 -0.57 1.26  C154 1.090
163 H -1.39 -2.02 0.36  C154 1.090
164 H -2.78 1.14 0.34  C156 1.090
165 H -2.00 1.69 -1.21  C156 1.090
166 H -1.06 1.51 0.16  C156 1.090
167 H 2.18 -1.47 1.48  N157 1.010
168 H 0.75 -1.51 2.13  N157 1.010
169 C -5.75 4.20 5.33  C170 1.545, H175 1.090, H176 1.090, H177 1.090
170 C -5.80 5.34 4.29  C169 1.545, C171 1.559, N174 1.458, H178 1.090
171 C -6.20 4.84 2.87  C170 1.559, O172 1.484, H179 1.090, H180 1.090
172 O -5.25 4.00 2.10  C171 1.484, C173 1.405
173 C -5.76 3.15 1.10  O172 1.405, H181 1.090, H182 1.090, H183 1.090
174 N -6.83 6.28 4.74  C170 1.458, H184 1.010, H185 1.010
175 H -6.53 3.48 5.11  C169 1.090
176 H -5.97 4.59 6.33  C169 1.090
177 H -4.79 3.68 5.32  C169 1.090
178 H -4.80 5.75 4.38  C170 1.090
179 H -6.38 5.73 2.26  C171 1.090
180 H -7.19 4.39 2.78  C171 1.090
181 H -4.87 2.61 0.80  C173 1.090
182 H -6.37 3.54 0.28  C173 1.090
183 H -6.46 2.47 1.59  C173 1.090
184 H -7.71 5.86 5.01  N174 1.010
185 H -6.52 6.67 5.62  N174 1.010

DFT total energy = -87572.9430 eV
LUMO = 0.5653 eV
E_HOMO = -8.6 eV
Energy relative to the best compared isomer or geometry (same formula, charge and spin) = 128.8 kcal/mol
SMILES = COC[C@H](C)N.COC[C@H](C)N.COC[C@H](C)N.COC[C@H](C)N.COC[C@H](C)N.COC[C@H](C)N.COC[C@H](C)N.COCCNCCOC.COCCNCCOC.CCO.CCO
Frontier orbital gap = 0.3386 Eh